Record 1
ORCA calculation (ωB97M-V/def2-TZVPD) on 16 unconnected molecules or ions with the total composition C53H133N5O16 at a distorted geometry.

CARTESIAN COORDINATES (ANGSTROEM)
C -0.73 -4.38 -3.41
C -1.25 -4.06 -4.80
O -2.40 -4.89 -5.00
H -0.85 -5.41 -3.09
H -1.39 -3.86 -2.70
H 0.26 -3.94 -3.29
H -0.42 -4.24 -5.49
H -1.42 -2.99 -4.93
H -2.40 -5.13 -5.94
C -2.07 0.22 -7.30
C -2.42 1.69 -7.56
O -3.82 1.90 -7.49
H -2.32 -0.51 -8.07
H -2.43 -0.18 -6.35
H -0.98 0.25 -7.24
H -2.03 1.99 -8.53
H -1.90 2.34 -6.84
H -4.13 1.66 -6.61
C 2.79 -5.71 0.05
C 3.24 -4.56 -0.82
O 4.66 -4.47 -0.80
H 1.72 -5.89 0.01
H 3.03 -5.51 1.10
H 3.23 -6.69 -0.16
H 2.86 -3.61 -0.43
H 2.88 -4.68 -1.84
H 4.95 -3.59 -1.05
C 1.13 -3.71 -9.19
C 0.85 -2.39 -8.54
O 0.11 -2.58 -7.31
H 1.65 -3.55 -10.13
H 0.19 -4.23 -9.39
H 1.77 -4.34 -8.57
H 0.23 -1.79 -9.21
H 1.71 -1.79 -8.22
H 0.58 -3.27 -6.84
C 6.29 -3.40 2.21
C 5.59 -2.31 3.05
C 6.64 -1.78 4.07
C 6.30 -0.46 4.81
C 5.80 0.58 3.82
C 4.71 0.10 2.86
N 5.17 -1.16 2.27
O 4.44 -1.49 1.10
C 3.31 0.06 3.51
C 4.62 1.18 1.75
C 4.45 -2.94 3.85
H 5.53 -4.07 1.81
H 7.12 -3.85 2.75
H 6.75 -3.01 1.30
H 6.97 -2.58 4.74
H 7.61 -1.54 3.61
H 7.19 -0.03 5.26
H 5.53 -0.66 5.56
H 6.61 1.02 3.23
H 5.48 1.47 4.37
H 2.61 -0.25 2.74
H 3.28 -0.56 4.40
H 3.10 1.08 3.84
H 5.58 1.04 1.22
H 3.82 1.01 1.03
H 4.65 2.18 2.16
H 3.51 -2.88 3.30
H 4.26 -2.45 4.81
H 4.61 -4.01 4.00
H 5.13 -1.43 0.43
C -3.37 -1.39 2.05
C -3.77 -2.86 2.19
C -3.84 -3.54 0.84
C -2.43 -3.96 0.34
C -1.66 -4.77 1.41
C -1.57 -4.07 2.75
N -2.88 -3.55 3.15
O -3.01 -3.10 4.46
C -1.11 -5.12 3.74
C -0.47 -2.98 2.66
C -5.20 -2.95 2.81
H -3.35 -0.95 3.05
H -4.09 -0.76 1.52
H -2.46 -1.32 1.46
H -4.54 -4.37 0.75
H -4.11 -2.83 0.06
H -1.90 -3.02 0.15
H -2.41 -4.48 -0.61
H -0.64 -4.97 1.08
H -2.20 -5.72 1.48
H -1.83 -5.87 4.06
H -0.15 -5.54 3.46
H -0.93 -4.61 4.70
H -0.73 -2.21 1.94
H -0.31 -2.49 3.62
H 0.51 -3.40 2.38
H -5.64 -3.94 2.76
H -5.86 -2.33 2.19
H -5.27 -2.58 3.83
H -3.58 -3.75 4.88
C 1.36 0.44 -5.37
C 0.83 0.94 -4.00
C -0.62 0.42 -3.93
C -1.12 0.47 -2.49
C -0.15 -0.25 -1.53
C 1.24 0.39 -1.54
N 1.69 0.41 -2.94
O 3.02 0.89 -3.12
C 1.30 1.65 -0.67
C 2.17 -0.62 -0.84
C 0.89 2.48 -4.07
H 0.82 0.95 -6.17
H 1.09 -0.61 -5.48
H 2.42 0.52 -5.59
H -1.24 1.08 -4.54
H -0.76 -0.59 -4.32
H -2.06 -0.05 -2.33
H -1.30 1.52 -2.25
H -0.03 -1.24 -1.98
H -0.54 -0.39 -0.52
H 2.29 2.05 -0.43
H 0.73 2.49 -1.08
H 0.87 1.40 0.30
H 3.23 -0.44 -0.93
H 1.91 -0.60 0.22
H 1.99 -1.64 -1.17
H 0.27 2.87 -4.88
H 1.87 2.86 -4.35
H 0.53 2.88 -3.13
H 2.94 1.73 -2.63
C -2.08 2.68 5.80
C -0.84 1.98 5.23
C -1.23 1.50 3.82
C -1.25 2.62 2.80
C 0.11 3.34 2.83
C 0.45 3.95 4.19
N 0.28 2.92 5.23
O 0.60 3.38 6.52
C 1.92 4.33 4.14
C -0.34 5.25 4.39
C -0.55 0.74 6.11
H -1.88 3.28 6.70
H -2.79 1.90 6.08
H -2.66 3.34 5.14
H -0.56 0.72 3.44
H -2.23 1.06 3.81
H -2.15 3.24 2.82
H -1.39 2.15 1.83
H -0.16 4.15 2.15
H 0.98 2.77 2.51
H 2.56 3.45 4.08
H 2.11 5.00 3.30
H 2.24 4.95 4.98
H 0.16 6.07 3.88
H -1.38 5.10 4.09
H -0.42 5.57 5.44
H -0.99 -0.18 5.73
H -0.89 0.90 7.13
H 0.52 0.53 6.26
H 1.51 3.08 6.63
C -3.55 2.08 -0.36
C -4.80 2.76 0.20
C -5.25 1.92 1.43
C -6.29 2.64 2.29
C -5.61 3.86 2.84
C -5.11 4.83 1.77
N -4.38 4.07 0.73
O -3.86 4.94 -0.26
C -6.31 5.62 1.24
C -4.11 5.80 2.42
C -5.96 2.76 -0.83
H -3.68 1.05 -0.69
H -2.64 2.25 0.22
H -3.23 2.67 -1.23
H -5.80 1.07 1.00
H -4.37 1.60 1.99
H -6.50 1.90 3.06
H -7.17 2.89 1.70
H -4.74 3.51 3.42
H -6.26 4.34 3.57
H -7.04 5.03 0.68
H -6.95 6.09 2.00
H -6.00 6.43 0.57
H -3.20 5.23 2.63
H -3.81 6.66 1.81
H -4.36 6.22 3.39
H -6.21 1.75 -1.15
H -5.61 3.40 -1.64
H -6.86 3.16 -0.35
H -3.13 5.39 0.19
O 5.89 -1.69 -1.25
H 6.50 -0.95 -1.21
H 5.52 -1.64 -2.15
O -1.14 4.22 -1.80
H -1.44 4.35 -2.71
H -1.41 3.32 -1.59
O 5.31 1.79 -4.86
H 5.07 2.04 -3.96
H 5.16 2.59 -5.38
O -4.29 -1.34 -3.16
H -3.38 -1.04 -3.18
H -4.24 -2.30 -3.27
O 2.47 -2.79 -3.58
H 2.14 -1.94 -3.26
H 2.83 -2.59 -4.45
O 4.20 4.11 -2.43
H 3.39 4.55 -2.15
H 4.91 4.68 -2.10
O 5.45 -0.99 -3.96
H 6.30 -1.41 -4.18
H 5.51 -0.11 -4.35

Calculated values
Gap between HOMO and LUMO   7.62 eV
Max |F|   0.0479 Eh/bohr
E_HOMO   -7.7 eV
Net charge   0

Mulliken population analysis, charges in e, atoms 1 to 4: number 1, C, carries -0.4123; number 2, C, carries 0.3815; number 3, O, carries -0.5504; number 4, H, carries 0.4491

=====

Record 2
ORCA calculation (ωB97M-V/def2-TZVPD) on 23 unconnected molecules or ions with the total composition C53H139N13O46 at a distorted geometry.

CARTESIAN COORDINATES (ANGSTROEM)
C -28.13 -28.20 -4.92
O -27.54 -29.25 -4.16
C -26.73 -28.77 -3.04
C -25.24 -28.64 -3.46
O -24.97 -27.51 -4.29
C -23.55 -27.30 -4.42
H -28.84 -27.72 -4.25
H -28.76 -28.53 -5.74
H -27.40 -27.45 -5.24
H -26.92 -29.37 -2.15
H -27.13 -27.86 -2.61
H -25.03 -29.50 -4.09
H -24.58 -28.72 -2.59
H -23.11 -28.15 -4.94
H -22.95 -27.17 -3.52
H -23.44 -26.43 -5.07
C -21.30 -24.89 -10.81
O -21.35 -25.12 -9.44
C -20.44 -26.03 -8.90
C -20.05 -25.81 -7.48
O -19.22 -24.67 -7.27
C -18.89 -24.37 -5.90
H -20.41 -24.33 -11.10
H -22.16 -24.26 -11.05
H -21.43 -25.77 -11.43
H -19.56 -25.98 -9.54
H -20.77 -27.07 -8.98
H -19.49 -26.64 -7.03
H -20.95 -25.75 -6.87
H -19.79 -24.21 -5.31
H -18.45 -23.39 -5.77
H -18.38 -25.12 -5.28
C -22.58 -26.48 -0.25
O -22.87 -27.72 -0.91
C -21.62 -28.47 -1.22
C -21.01 -29.34 -0.14
O -20.69 -28.64 1.10
C -19.71 -29.25 1.94
H -22.05 -26.54 0.70
H -23.52 -25.99 0.01
H -21.94 -25.83 -0.86
H -20.93 -27.82 -1.76
H -21.85 -29.12 -2.06
H -20.05 -29.70 -0.49
H -21.66 -30.18 0.10
H -18.74 -29.07 1.47
H -19.90 -30.30 2.13
H -19.67 -28.83 2.95
C -12.29 -16.34 -2.50
O -13.60 -15.80 -2.56
C -14.54 -16.85 -2.80
C -15.82 -16.27 -3.46
O -16.96 -17.15 -3.23
C -18.37 -16.76 -3.50
H -11.82 -16.58 -3.45
H -12.25 -17.35 -2.11
H -11.62 -15.76 -1.86
H -14.80 -17.31 -1.85
H -14.14 -17.66 -3.40
H -15.74 -16.13 -4.54
H -15.92 -15.22 -3.17
H -19.14 -17.39 -3.06
H -18.41 -16.75 -4.59
H -18.49 -15.73 -3.16
C -15.58 -24.68 -6.21
O -14.21 -25.16 -6.05
C -13.21 -24.13 -5.95
C -12.62 -23.72 -7.30
O -13.64 -23.10 -8.10
C -13.24 -22.66 -9.37
H -16.25 -25.51 -6.39
H -15.67 -23.89 -6.96
H -15.83 -24.21 -5.26
H -12.42 -24.47 -5.28
H -13.72 -23.24 -5.58
H -12.25 -24.59 -7.84
H -11.80 -23.05 -7.04
H -12.50 -21.85 -9.36
H -14.12 -22.11 -9.70
H -12.76 -23.35 -10.07
C -23.48 -19.41 -5.59
O -23.04 -19.60 -6.95
C -22.38 -20.90 -7.02
C -21.68 -21.19 -8.37
O -22.62 -21.17 -9.40
C -22.04 -21.03 -10.65
H -24.12 -18.53 -5.63
H -22.67 -19.14 -4.91
H -23.99 -20.30 -5.22
H -23.13 -21.66 -6.84
H -21.69 -21.11 -6.20
H -21.24 -22.17 -8.19
H -20.97 -20.37 -8.52
H -22.94 -20.90 -11.25
H -21.50 -21.94 -10.91
H -21.42 -20.13 -10.63
C -25.09 -22.14 4.00
O -24.34 -21.67 2.87
C -24.25 -22.61 1.77
C -23.44 -22.30 0.50
O -23.77 -21.05 -0.12
C -25.15 -20.98 -0.48
H -26.12 -22.47 3.82
H -25.15 -21.31 4.71
H -24.48 -22.92 4.44
H -25.21 -22.99 1.42
H -23.83 -23.48 2.28
H -23.48 -23.12 -0.20
H -22.38 -22.29 0.75
H -25.75 -20.82 0.41
H -25.52 -21.87 -0.98
H -25.16 -20.12 -1.15
C -23.55 -23.32 -4.59
O -22.31 -22.63 -4.39
C -22.20 -22.13 -3.07
C -20.80 -21.58 -2.64
O -20.38 -20.59 -3.55
C -18.99 -20.37 -3.64
H -24.42 -22.70 -4.41
H -23.67 -24.14 -3.89
H -23.63 -23.83 -5.55
H -22.50 -22.84 -2.30
H -22.76 -21.19 -3.02
H -20.10 -22.42 -2.61
H -20.81 -21.19 -1.62
H -18.63 -19.84 -2.75
H -18.68 -19.83 -4.53
H -18.50 -21.34 -3.75
C -26.57 -25.14 -0.75
O -27.68 -25.86 -1.37
C -28.00 -25.25 -2.65
C -28.32 -23.74 -2.57
O -29.50 -23.36 -1.81
C -30.70 -23.95 -2.17
H -25.65 -24.96 -1.32
H -26.23 -25.77 0.08
H -26.94 -24.23 -0.29
H -28.76 -25.89 -3.10
H -27.18 -25.46 -3.34
H -28.52 -23.28 -3.54
H -27.45 -23.19 -2.22
H -30.79 -23.90 -3.25
H -31.55 -23.47 -1.69
H -30.61 -24.97 -1.80
C -24.50 -26.92 -9.84
O -25.41 -25.86 -9.35
C -24.87 -25.11 -8.24
C -25.63 -23.73 -8.27
O -25.67 -23.22 -6.96
C -26.10 -21.87 -6.80
H -25.00 -27.56 -10.57
H -24.20 -27.54 -9.00
H -23.61 -26.46 -10.25
H -23.79 -24.95 -8.29
H -24.96 -25.66 -7.30
H -26.67 -23.77 -8.59
H -25.20 -22.99 -8.94
H -26.00 -21.66 -5.73
H -27.12 -21.74 -7.13
H -25.53 -21.14 -7.38
C -18.08 -28.44 -4.79
N -19.56 -28.37 -4.83
O -20.15 -29.25 -5.42
O -20.09 -27.54 -4.08
H -17.79 -29.22 -5.50
H -17.82 -28.70 -3.76
H -17.69 -27.47 -5.09
C -13.37 -23.08 -2.64
N -14.38 -23.45 -1.60
O -15.26 -22.64 -1.33
O -14.29 -24.58 -1.22
H -13.83 -22.42 -3.37
H -13.11 -24.00 -3.17
H -12.60 -22.54 -2.09
C -17.35 -26.23 -0.18
N -17.68 -25.32 -1.34
O -17.15 -25.55 -2.48
O -18.32 -24.33 -1.09
H -17.03 -25.55 0.60
H -16.50 -26.84 -0.47
H -18.16 -26.90 0.11
C -17.57 -22.77 -9.76
N -18.19 -21.42 -10.10
O -18.15 -20.57 -9.21
O -18.49 -21.21 -11.27
H -17.96 -23.31 -8.90
H -16.50 -22.66 -9.59
H -17.82 -23.42 -10.60
C -19.99 -14.30 -0.52
N -19.35 -15.21 0.50
O -19.48 -14.94 1.67
O -18.71 -16.13 0.03
H -19.33 -13.45 -0.65
H -21.00 -13.99 -0.25
H -20.09 -14.72 -1.53
C -22.17 -18.00 -1.63
N -22.61 -16.91 -2.56
O -21.71 -16.18 -2.99
O -23.77 -16.92 -2.93
H -23.03 -18.66 -1.50
H -21.99 -17.51 -0.68
H -21.37 -18.59 -2.08
C -21.19 -19.85 3.43
N -20.16 -18.76 3.57
O -19.99 -18.26 4.69
O -19.40 -18.72 2.57
H -20.85 -20.76 3.91
H -21.51 -19.92 2.39
H -22.08 -19.59 4.01
C -17.56 -20.11 -0.06
N -16.76 -20.41 1.10
O -17.32 -21.01 2.06
O -15.60 -20.11 1.16
H -16.94 -19.95 -0.94
H -18.05 -19.15 0.10
H -18.26 -20.94 -0.17
C -27.07 -17.56 -1.51
N -27.94 -18.55 -2.16
O -29.17 -18.35 -2.05
O -27.41 -19.43 -2.78
H -27.05 -17.70 -0.43
H -27.52 -16.59 -1.71
H -26.04 -17.61 -1.84
C -15.59 -19.23 -6.21
N -15.77 -20.39 -5.18
O -15.49 -20.23 -4.03
O -16.40 -21.35 -5.63
H -15.78 -18.36 -5.57
H -16.25 -19.34 -7.07
H -14.56 -19.27 -6.57
C -17.02 -13.79 -7.97
N -17.20 -14.94 -6.99
O -16.97 -16.11 -7.35
O -17.63 -14.61 -5.87
H -17.59 -14.02 -8.87
H -15.96 -13.63 -8.12
H -17.50 -12.91 -7.54
C -18.48 -23.69 2.07
N -19.75 -23.54 1.33
O -19.97 -22.40 1.01
O -20.46 -24.45 1.09
H -18.40 -22.84 2.75
H -17.61 -23.62 1.42
H -18.46 -24.66 2.58
C -19.78 -18.05 -6.75
N -20.62 -16.81 -6.82
O -20.96 -16.52 -7.96
O -21.00 -16.25 -5.77
H -20.12 -18.79 -7.46
H -19.90 -18.44 -5.74
H -18.73 -17.82 -6.92

Calculated values
Gap between HOMO and LUMO   8.71 eV
Max |F|   0.0700 Eh/bohr
E_HOMO   -9.2 eV
Net charge   0

Mulliken population analysis, charges in e, atoms 1 to 4: number 1, C, carries -0.4130; number 2, O, carries -0.4617; number 3, C, carries -0.0754; number 4, C, carries -0.2813